[1]
Formula: C24H24CaIN3
Source: the OMol25 dataset
Level of theory: the ωB97M-V functional and the def2-TZVPD basis

spin multiplicity	1
total charge	0
HOMO level	-6.14	eV
HOMO-LUMO gap	5.30	eV

Positions of all 53 atoms, in Å:
C: -3.10 2.72 0.45
C: -1.73 3.10 -0.78
H: -3.80 1.97 0.04
H: -3.61 3.68 0.51
H: -2.67 2.49 1.45
H: -1.91 2.52 -1.71
H: -1.93 4.15 -0.99
H: -0.73 3.02 -0.31
C: -2.47 -2.26 -0.37
C: -2.40 -3.60 -0.76
C: -1.54 -3.94 -1.81
C: -0.80 -2.93 -2.41
H: -3.13 -1.94 0.44
H: -3.01 -4.33 -0.23
H: -1.46 -4.97 -2.16
H: -0.13 -3.14 -3.25
N: -1.75 -1.28 -0.94
C: -0.90 -1.60 -1.95
C: -0.10 -0.51 -2.56
N: -0.42 0.78 -2.23
C: 0.23 1.78 -2.86
C: 1.62 0.27 -4.09
C: 1.25 1.58 -3.79
H: -0.07 2.79 -2.59
H: 1.72 2.45 -4.24
C: 0.95 -0.78 -3.46
H: 1.22 -1.81 -3.65
H: 2.42 0.06 -4.81
Ca: -1.78 1.17 -0.01
I: -3.77 -0.04 2.30
C: -0.50 -0.80 5.08
C: -0.99 -1.48 3.97
C: -0.66 -1.07 2.68
C: 0.13 0.08 2.48
C: 0.65 0.75 3.62
C: 0.34 0.31 4.90
N: 0.42 0.54 1.18
C: 1.72 0.42 0.74
C: 2.23 1.31 -0.25
C: 3.48 1.11 -0.80
C: 4.33 0.11 -0.30
C: 3.89 -0.71 0.74
C: 2.60 -0.57 1.25
H: -0.77 -1.13 6.09
H: -1.68 -2.32 4.09
H: -1.03 -1.59 1.80
H: 1.31 1.61 3.45
H: 0.76 0.84 5.76
H: 1.60 2.14 -0.56
H: 3.82 1.75 -1.62
H: 5.33 -0.01 -0.72
H: 4.55 -1.47 1.16
H: 2.25 -1.22 2.05

These are the natural (NBO) partial charges, in e, on atoms 1 to 2: -0.712, -0.769

[2]
Formula: C24H24Cl2N7O2STi
Source: the OMol25 dataset
Level of theory: the ωB97M-V functional and the def2-TZVPD basis

spin multiplicity	2
total charge	0
HOMO level (alpha / beta)	-6.18 / -7.49	eV
HOMO-LUMO gap (alpha / beta)	5.87 / 7.20	eV

Positions of all 61 atoms, in Å:
Ti: 0.11 -0.09 0.03
N: 1.59 0.50 4.09
C: 1.13 0.67 2.82
S: 2.11 0.01 1.55
N: 0.00 1.28 2.64
N: -0.47 1.35 1.36
C: -1.51 2.14 1.23
C: -2.16 2.43 0.01
C: -3.21 3.37 -0.04
C: -3.81 3.70 -1.24
C: -3.37 3.10 -2.42
C: -2.35 2.17 -2.40
C: -1.73 1.81 -1.20
O: -0.78 0.91 -1.19
H: 2.58 0.34 4.17
H: 1.16 1.07 4.80
H: -1.86 2.64 2.14
H: -3.53 3.84 0.88
H: -4.61 4.42 -1.26
H: -3.83 3.37 -3.36
H: -2.01 1.70 -3.31
Cl: -1.57 -3.47 -2.90
C: -0.13 -2.55 -3.14
C: 0.60 -2.67 -4.31
C: 1.76 -1.92 -4.47
Cl: 2.71 -2.15 -5.90
C: 2.19 -1.00 -3.50
C: 3.35 -0.21 -3.58
C: 3.63 0.66 -2.54
C: 2.78 0.77 -1.46
N: 1.67 0.01 -1.34
C: 1.40 -0.87 -2.33
C: 0.27 -1.70 -2.10
O: -0.30 -1.65 -0.93
H: 0.28 -3.35 -5.08
H: 4.00 -0.29 -4.44
H: 4.52 1.28 -2.58
H: 2.97 1.46 -0.65
C: -4.66 -2.05 0.98
C: -4.13 -0.65 0.69
N: -2.68 -0.66 0.74
C: -1.96 -1.54 1.49
N: -0.66 -1.39 1.46
C: 0.19 -2.42 2.06
C: -0.56 -3.73 2.24
C: -1.84 -3.42 3.00
N: -2.61 -2.47 2.22
C: -4.05 -2.50 2.31
H: -4.35 -2.73 0.19
H: -5.75 -2.05 1.05
H: -4.52 0.05 1.43
H: -4.44 -0.31 -0.30
H: -2.16 -0.30 -0.06
H: 0.56 -2.06 3.03
H: 1.05 -2.56 1.39
H: 0.05 -4.45 2.78
H: -0.82 -4.14 1.26
H: -1.60 -3.01 3.99
H: -2.45 -4.32 3.14
H: -4.40 -1.85 3.12
H: -4.36 -3.53 2.54

These are the natural (NBO) partial charges, in e, on atoms 1 to 2: 1.254, -0.807

[3]
Formula: C24H24Cl8IrN7O3S2
Source: the OMol25 dataset
Level of theory: the ωB97M-V functional and the def2-TZVPD basis

spin multiplicity	1
total charge	0
HOMO level	-7.71	eV
HOMO-LUMO gap	7.22	eV

Positions of all 69 atoms, in Å:
Ir: -0.51 0.67 0.75
N: 1.78 -6.08 -2.43
C: 1.99 -4.85 -1.84
C: 1.63 -4.63 -0.50
C: 1.87 -3.42 0.10
C: 2.49 -2.40 -0.61
C: 2.86 -2.60 -1.93
C: 2.62 -3.81 -2.54
S: 2.83 -0.87 0.18
O: 4.08 -0.35 -0.31
O: 2.77 -1.16 1.60
N: 1.61 0.14 -0.12
C: 1.58 0.84 -1.31
N: 0.61 1.75 -1.34
C: 0.47 2.51 -2.41
C: 1.31 2.38 -3.50
C: 2.24 1.35 -3.41
N: 2.39 0.57 -2.35
H: 1.09 -6.67 -2.01
H: 1.79 -6.10 -3.44
H: 1.15 -5.43 0.05
H: 1.59 -3.25 1.14
H: 3.35 -1.79 -2.47
H: 2.91 -3.97 -3.57
H: -0.35 3.23 -2.39
H: 1.23 2.99 -4.38
H: 2.90 1.13 -4.25
C: 3.84 2.31 2.77
N: 2.75 1.36 2.69
C: 1.52 1.55 3.09
N: 1.20 2.65 3.79
S: 0.28 0.31 2.90
H: 4.55 2.06 1.99
H: 4.33 2.28 3.74
H: 3.49 3.33 2.58
H: 2.92 0.42 2.29
H: 1.77 3.49 3.77
H: 0.22 2.76 4.01
Cl: -2.10 -1.70 2.92
C: -1.66 -2.18 1.31
C: -1.09 -1.28 0.39
C: -1.06 -1.76 -0.93
Cl: -0.57 -0.72 -2.22
C: -1.46 -3.04 -1.30
Cl: -1.44 -3.54 -2.95
C: -1.89 -3.93 -0.33
Cl: -2.28 -5.56 -0.74
C: -2.02 -3.49 0.98
Cl: -2.65 -4.56 2.17
C: -3.83 2.27 1.29
C: -3.53 1.34 0.12
C: -4.14 -0.04 0.38
C: -4.09 1.91 -1.18
O: -2.13 1.31 -0.07
H: -4.91 2.36 1.47
H: -3.43 3.26 1.09
H: -3.36 1.87 2.20
H: -5.23 0.04 0.44
H: -3.78 -0.45 1.32
H: -3.89 -0.73 -0.43
H: -5.18 1.94 -1.16
H: -3.77 1.30 -2.02
H: -3.72 2.93 -1.34
Cl: 0.83 6.13 1.75
C: -0.73 5.35 1.43
Cl: -1.45 6.00 -0.04
Cl: -1.81 5.54 2.81
C: -0.48 3.92 1.23
N: -0.28 2.80 1.09

These are the natural (NBO) partial charges, in e, on atoms 1 to 2: 0.982, -0.795

no.,E_tot (eV)
1,-56286.6460
2,-98803.0649
3,-166538.7737